Entry 1:
# C19H62N10O12

12 unconnected molecules or ions with the total composition C19H62N10O12 in a non-equilibrium geometry (wB97M-V/def2-TZVPD, the Open Molecules 2025 dataset).

Each line ends with the Löwdin charge.
Cartesian coordinates (Å):
C  -6.999  -1.431  3.605  -0.085
C  -8.122  -2.059  4.457  -0.317
O  -7.624  -3.275  5.004  -0.083
H  -7.147  -1.717  2.563  0.068
H  -5.981  -1.752  3.828  0.070
H  -7.013  -0.368  3.845  0.065
H  -8.882  -2.396  3.752  0.101
H  -8.544  -1.284  5.097  0.104
H  -8.329  -3.612  5.562  0.077
C  -1.815  -6.130  -2.719  -0.071
C  -0.751  -6.348  -3.866  -0.310
O  -0.100  -5.139  -4.201  -0.103
H  -2.471  -5.312  -3.018  0.064
H  -1.267  -5.904  -1.805  0.068
H  -2.450  -7.016  -2.721  0.066
H  -1.169  -6.624  -4.834  0.106
H  -0.021  -7.032  -3.432  0.104
H  0.835  -5.293  -4.357  0.076
C  -3.445  5.901  3.702  -0.083
C  -4.474  6.821  3.062  -0.336
O  -4.627  8.136  3.597  -0.083
H  -2.404  6.168  3.519  0.073
H  -3.634  4.896  3.327  0.075
H  -3.610  5.958  4.778  0.075
H  -5.452  6.355  3.180  0.102
H  -4.298  6.897  1.989  0.104
H  -5.189  8.607  2.978  0.075
C  -0.920  -7.740  3.272  -0.096
C  -0.880  -6.552  4.222  -0.295
O  -0.469  -5.397  3.447  -0.101
H  -0.262  -7.733  2.403  0.074
H  -1.938  -7.797  2.888  0.067
H  -0.682  -8.691  3.748  0.068
H  -0.134  -6.658  5.010  0.102
H  -1.799  -6.406  4.789  0.106
H  -1.191  -5.134  2.871  0.074
C  -0.101  -0.162  -0.807  -0.090
C  -0.906  0.967  -0.103  -0.294
O  0.059  2.022  0.104  -0.096
H  -0.710  -0.993  -1.165  0.065
H  0.634  -0.505  -0.079  0.065
H  0.403  0.283  -1.664  0.072
H  -1.487  0.718  0.785  0.099
H  -1.735  1.218  -0.763  0.100
H  0.809  1.785  0.655  0.079
C  5.042  1.635  -4.076  -0.092
C  6.088  1.085  -3.079  -0.297
O  6.799  -0.038  -3.631  -0.092
H  4.316  2.328  -3.651  0.069
H  4.529  0.827  -4.597  0.066
H  5.527  2.194  -4.876  0.063
H  5.634  0.612  -2.208  0.105
H  6.670  1.935  -2.722  0.105
H  7.649  0.179  -4.022  0.075
C  6.037  -4.620  1.485  -0.093
C  5.140  -5.825  1.891  -0.309
O  5.765  -7.041  1.506  -0.088
H  6.900  -4.571  2.149  0.069
H  5.405  -3.733  1.523  0.072
H  6.525  -4.814  0.530  0.064
H  4.182  -5.686  1.391  0.100
H  5.070  -5.697  2.971  0.108
H  6.117  -7.042  0.612  0.076
C  -5.571  3.319  -4.751  -0.734
O  -5.586  2.128  -4.441  0.006
N  -5.462  3.787  -6.012  0.152
N  -5.859  4.211  -3.817  0.143
H  -5.094  4.724  -6.090  0.099
H  -5.350  3.091  -6.735  0.114
H  -6.121  5.158  -4.052  0.104
H  -6.158  3.741  -2.975  0.116
C  3.200  -1.445  6.593  -0.801
O  3.735  -0.545  7.177  0.058
N  2.799  -2.574  7.128  0.140
N  2.946  -1.529  5.310  0.153
H  2.279  -3.328  6.703  0.106
H  2.972  -2.676  8.118  0.114
H  2.452  -2.359  5.015  0.107
H  3.016  -0.622  4.870  0.123
C  5.752  4.352  3.139  -0.772
O  4.914  3.485  2.833  -0.001
N  6.328  4.454  4.326  0.155
N  6.096  5.331  2.388  0.153
H  6.154  3.758  5.037  0.122
H  7.082  5.124  4.287  0.100
H  6.872  5.940  2.606  0.113
H  5.377  5.569  1.720  0.130
C  -1.749  -0.674  -8.003  -0.790
O  -2.391  0.021  -8.750  0.044
N  -0.501  -0.994  -8.221  0.146
N  -2.124  -1.303  -6.903  0.151
H  -0.043  -1.441  -7.440  0.106
H  -0.145  -0.616  -9.088  0.123
H  -2.919  -0.879  -6.446  0.117
H  -1.478  -1.874  -6.376  0.103
C  1.361  7.678  -2.875  -0.745
O  2.344  7.431  -2.131  -0.014
N  1.331  8.576  -3.852  0.148
N  0.206  7.124  -2.680  0.155
H  2.112  9.215  -3.808  0.114
H  0.482  8.836  -4.332  0.104
H  0.206  6.535  -1.860  0.127
H  -0.566  7.272  -3.315  0.112

Forces on atoms 1 to 3 (eV/Å):
-0.215 -0.028 0.463
0.918 -0.619 -1.950
-0.139 0.492 1.006

Results
SMILES: NC(N)=O.NC(N)=O.NC(N)=O.NC(N)=O.NC(N)=O.CCO.CCO.CCO.CCO.CCO.CCO.CCO

=====

Entry 2:
# C19H62N6O12

12 unconnected molecules or ions with the total composition C19H62N6O12 in a non-equilibrium geometry (wB97M-V/def2-TZVPD, the Open Molecules 2025 dataset).

Each line ends with the Löwdin charge.
Cartesian coordinates (Å):
C  -0.326  -2.751  3.514  -0.072
C  0.264  -4.113  3.305  -0.277
O  -0.548  -5.046  2.583  -0.066
H  -0.670  -2.287  2.619  0.036
H  0.500  -2.044  3.790  0.094
H  -1.085  -2.797  4.301  0.092
H  0.602  -4.406  4.236  0.101
H  1.108  -4.129  2.722  0.072
H  -1.403  -5.142  2.977  0.073
C  -1.227  3.463  0.309  -0.050
C  -1.940  4.637  -0.369  -0.300
O  -1.160  5.084  -1.427  -0.081
H  -1.954  2.686  0.658  0.083
H  -0.551  3.842  0.961  0.036
H  -0.513  3.037  -0.339  0.054
H  -2.177  5.487  0.223  0.104
H  -2.853  4.168  -0.869  0.126
H  -1.740  5.649  -1.942  0.101
C  3.701  -2.157  -2.713  -0.096
C  3.135  -0.979  -3.437  -0.316
O  1.900  -0.587  -2.832  -0.137
H  4.641  -2.671  -3.142  0.108
H  2.933  -2.979  -2.786  0.089
H  3.846  -1.789  -1.694  0.052
H  2.975  -1.243  -4.487  0.115
H  3.913  -0.177  -3.370  0.113
H  1.163  -1.024  -3.253  0.012
C  -0.255  1.106  4.427  -0.060
C  -0.855  2.464  4.048  -0.296
O  -2.057  2.448  4.814  -0.084
H  -0.964  0.323  4.226  0.035
H  0.065  1.035  5.400  0.048
H  0.570  0.900  3.672  0.067
H  -1.098  2.549  3.005  0.063
H  -0.238  3.344  4.254  0.111
H  -2.580  3.158  4.501  0.057
C  -0.807  -1.636  -2.808  -0.090
C  -0.989  -1.501  -4.308  -0.275
O  0.144  -0.923  -4.942  -0.094
H  -1.725  -1.974  -2.319  0.070
H  -0.571  -0.622  -2.388  0.057
H  -0.078  -2.351  -2.475  0.071
H  -1.832  -0.795  -4.390  0.103
H  -1.272  -2.442  -4.895  0.140
H  -0.007  -0.855  -5.877  0.094
C  -0.150  1.967  -3.385  -0.059
C  -1.699  1.902  -3.268  -0.311
O  -2.129  3.213  -3.200  -0.073
H  0.205  1.031  -3.788  0.026
H  0.405  2.124  -2.440  0.068
H  0.156  2.691  -4.126  0.085
H  -2.020  1.309  -2.393  0.096
H  -2.100  1.434  -4.122  0.086
H  -1.682  3.568  -2.424  0.024
C  2.414  -2.276  0.688  -0.073
C  2.809  -1.883  2.110  -0.348
O  4.026  -1.279  2.038  -0.039
H  2.269  -1.416  0.011  0.063
H  1.397  -2.765  0.792  0.077
H  3.107  -2.990  0.251  0.077
H  2.793  -2.621  2.870  0.098
H  2.060  -1.136  2.335  0.087
H  4.220  -1.089  1.115  0.086
C  -2.960  -3.226  0.538  -0.610
O  -3.483  -2.641  -0.635  -0.144
N  -1.879  -3.816  0.485  0.192
N  -3.615  -3.308  1.729  0.136
H  -1.383  -3.698  -0.485  0.184
H  -1.240  -4.272  1.170  0.092
H  -4.592  -2.977  1.749  0.149
H  -3.360  -3.914  2.469  0.101
C  3.390  2.616  -2.505  -0.624
O  3.865  3.818  -2.055  -0.139
N  2.726  1.828  -1.720  0.181
N  3.492  2.353  -3.789  0.164
H  2.642  2.049  -0.745  0.061
H  2.323  0.937  -1.970  0.055
H  4.018  2.981  -4.347  0.101
H  2.964  1.695  -4.318  0.090
C  -3.491  0.243  2.047  -0.592
O  -3.439  1.527  2.555  -0.102
N  -3.799  -0.013  0.799  0.191
N  -3.016  -0.803  2.719  0.159
H  -3.799  0.821  0.233  0.117
H  -3.821  -0.881  0.303  0.053
H  -2.685  -0.574  3.642  0.100
H  -3.032  -1.738  2.298  0.040
C  -0.310  -0.075  0.021  -0.125
O  -0.333  0.678  1.210  -0.124
H  -0.502  -1.072  0.239  0.049
H  0.662  -0.065  -0.431  0.059
H  -1.088  0.359  -0.685  0.092
H  -1.116  0.369  1.650  0.045
C  2.313  2.354  2.098  -0.107
O  2.039  1.816  0.822  -0.120
H  1.427  2.947  2.371  0.077
H  3.197  2.988  2.106  0.092
H  2.528  1.630  2.891  0.076
H  1.290  1.323  0.994  -0.024

Forces on atoms 1 to 3 (eV/Å):
1.097 0.694 0.420
-1.433 0.671 -0.735
0.283 -0.055 -0.039

Results
SMILES: NC(N)=O.NC(N)=O.NC(N)=O.CCO.CCO.CCO.CCO.CCO.CCO.CCO.CO.CO

=====

Table of HOMO-LUMO gap (eV), in record order: 9.6477 7.6069
Table of energy relative to the best compared isomer or geometry (same formula, charge and spin) (kcal/mol), in record order: 149.3 124.6
Table of E_HOMO (eV), in record order: -9.49 -8.05